1.
Computed, not measured: a cluster of 4 separate species, C22H47FN2O11S2 in total, with ωB97M-V with the def2-TZVPD basis set.

Geometry as ORCA input:
```
! RIJCOSX wB97M-V def2-TZVPD def2/J DEFGRID3
* xyz 0 1
S -1.20177 0.37783 3.75747
S -1.68963 -1.73614 0.33962
F -1.07147 -1.18467 3.72711
O 5.33419 2.10012 1.24299
O -6.62959 -1.54380 0.76976
O -0.18410 -2.36566 -5.76575
O 6.59446 4.64213 2.40378
O 6.61596 4.01821 -0.80686
O 0.85589 -5.30621 -4.72160
O -8.58937 0.72635 1.40828
O -0.39472 0.84212 4.80899
O 1.40071 -2.70133 -3.16440
O -6.05818 -0.00018 3.38076
O -2.54772 0.74395 3.88774
N -0.61653 1.08111 2.37350
N -1.38930 0.84252 1.18677
C -5.77321 -0.43527 1.02509
C 1.52425 -0.29920 2.45852
C -7.86848 -1.57933 1.46317
C 1.75524 -6.34035 -5.05369
C 6.71003 3.31398 2.88630
C 0.78097 -5.07879 -3.32375
C 5.39021 3.31229 -0.90224
C 0.85835 1.00210 2.19143
C 0.35434 -3.65524 -3.03422
C 2.85025 -0.39999 2.86902
C -1.48934 -0.28905 0.79691
C 1.85915 -2.41433 -4.47877
C -5.13591 -0.44685 2.39783
C 6.01864 5.51546 3.35092
C -1.36455 -1.61450 -5.94637
C -5.77088 -0.51283 4.66391
C 0.89762 -1.57818 -5.29685
C -9.04398 1.72536 0.52360
C 6.64611 2.31831 1.74736
C -8.88909 -0.58291 0.95403
C 4.76060 3.14302 0.46439
C 7.49658 3.71833 -1.86675
H 6.96408 1.34932 2.13967
H -4.97038 -0.52534 0.28834
H -8.91058 -0.61773 -0.14145
H -2.15395 -2.30180 -6.24536
H 2.14387 -3.32488 -5.00821
H -8.26811 -2.57987 1.27965
H 6.65967 5.61256 4.23393
H 4.71432 3.89429 -1.54354
H 0.97113 -1.23077 2.28687
H 2.76121 -6.11701 -4.67944
H 2.76945 -1.82606 -4.33997
H 1.75240 -5.26843 -2.85202
H 4.74492 4.08389 1.01615
H 3.59280 -0.59910 2.09430
H -8.60503 1.59140 -0.47198
H 1.41424 -7.30022 -4.64964
H 7.33986 2.58219 0.94778
H 1.30728 1.73882 2.87717
H -4.79099 -1.46274 2.62921
H 7.68171 3.22044 3.38991
H -1.23202 -0.85948 -6.72912
H -6.28364 0.50928 0.83108
H -10.13756 1.71729 0.45235
H 5.91048 6.49140 2.88102
H -5.77139 -1.60994 4.65324
H 0.05809 -3.60664 -1.98330
H 7.07971 4.04499 -2.82613
H 3.16600 -0.29875 3.90510
H 5.91223 3.09139 3.60439
H -4.80492 -0.14598 5.02377
H 5.02448 5.16348 3.64942
H -8.72026 2.68847 0.91455
H 1.79945 -6.40723 -6.13927
H -6.55541 -0.17570 5.33980
H 1.42681 -1.17559 -6.17127
H 3.72068 2.84151 0.31310
H -7.72362 -1.48451 2.54072
H 0.53378 -0.74502 -4.68426
H 1.09707 1.35946 1.19061
H 5.55047 2.32480 -1.35141
H 7.71159 2.64390 -1.90253
H 0.03672 -5.77241 -2.90922
H -4.28042 0.23407 2.40789
H 8.42911 4.24953 -1.68507
H -0.51631 -3.36900 -3.62635
H -1.66408 -1.13087 -5.00933
H -9.88062 -0.85572 1.34085
*
```

Output
Structure (SMILES): C=CCN(N=C=S)S(=O)(=O)F.COCCOCCOC.COCCOCCOC.COCCOCCOC
Kohn-Sham gap: 7.1 eV

---

2.
Computed, not measured: a structure of composition C22H48BaF8O18RbS5, with ωB97M-V with the def2-TZVPD basis set.

Geometry as ORCA input:
```
! RIJCOSX wB97M-V def2-TZVPD def2/J DEFGRID3
* xyz 1 1
Ba -2.68860 2.02389 -2.70228
Rb -4.26326 -1.88962 0.26655
S 2.67735 3.24901 1.33922
S 2.19917 -3.12682 1.64131
S -1.49486 -1.46654 -4.24559
S 3.64776 -1.55735 -3.46821
S -3.15525 3.71111 0.98097
F -3.82510 -2.62039 3.47286
F -1.41753 0.81353 5.90835
F -2.10731 -4.03179 6.23406
F -1.23871 -3.33534 4.39380
F -4.61188 -3.56286 5.27004
F -1.14031 2.05360 3.40610
F -3.25521 1.55819 3.76344
F -0.44599 -0.44570 4.42934
O 3.90244 -2.74601 -4.51110
O 1.73199 -3.35092 0.30936
O 3.28146 -0.38181 -4.17818
O 3.71996 -2.69622 1.61175
O 2.94032 1.85928 1.23161
O -0.22002 -1.10936 -4.75787
O -3.80515 5.13173 1.08274
O 2.06975 -4.14157 2.62708
O -2.61140 -0.76943 4.89467
O -2.45061 -0.44368 -3.94990
O 3.37211 3.70293 2.70708
O 3.02790 4.16932 0.32014
O -2.34337 0.02367 -0.70788
O 4.76345 -1.53363 -2.58256
O -2.21838 -2.42474 -5.28088
O -2.04287 3.72336 1.83400
O -0.05431 1.53912 -2.20750
O -3.00452 3.32176 -0.40240
C -1.63239 0.14412 4.75784
C -3.56258 -3.57833 4.44195
C 3.14400 -4.14125 -6.25856
C 0.99632 3.49483 1.77395
C -2.35066 -1.81072 5.85432
C -1.07856 0.34570 -0.16829
C -1.99566 1.04911 3.58174
C -4.41983 2.67850 1.67105
C 5.67472 -1.80768 0.60451
C 3.04900 -2.73993 -5.67141
C -4.62211 5.61396 -0.03684
C 4.07495 4.97154 2.72138
C -5.11433 6.97066 0.36377
C 4.80565 5.04619 4.03881
C -1.39644 -3.32226 -6.06112
C -2.12395 -3.66590 -7.33616
C 2.23720 -2.19249 -2.58299
C 1.45056 -1.63214 2.24265
C -1.38923 -2.56174 -2.86229
C -2.31344 -3.16177 5.19683
C 4.16724 -1.92681 0.46527
C 0.08971 0.72483 -1.08909
H 2.54275 -3.18023 -2.24748
H -4.50043 2.99799 2.70594
H 5.31146 4.11719 4.29933
H -3.10646 -4.09790 -7.13457
H 5.55850 5.83570 4.04870
H 2.01647 -2.55702 -5.36425
H -3.16506 -1.77581 6.57795
H 0.40349 -1.84791 2.44246
H 2.63335 -4.86977 -5.62339
H 3.38239 5.81044 2.59676
H 6.10172 -1.24092 -0.22225
H -4.03533 1.66735 1.55631
H -5.75303 6.90556 1.24455
H 4.12112 5.26203 4.86230
H 1.91252 -1.34522 3.18279
H 0.94386 0.98371 -0.43616
H 1.59697 -0.89199 1.45985
H -3.46360 -4.54163 3.94212
H 2.68887 -4.26117 -7.24241
H -2.08532 0.39818 2.70429
H -2.37280 -2.78539 -7.93395
H -0.44914 -2.84719 -6.33353
H -1.44832 -1.63187 6.43438
H -5.34084 2.83038 1.11602
H 0.79283 3.06992 2.75305
H -0.59283 -3.28330 -3.05036
H 1.39229 -2.22426 -3.25786
H 5.99375 -1.33113 1.52961
H -1.07336 -1.98456 -1.99210
H -5.39169 4.87444 -0.27723
H 0.75833 4.55317 1.78960
H -1.25572 1.26950 0.45488
H 0.39265 2.95485 1.04947
H -0.80900 -0.36506 0.63499
H 2.11503 -1.50139 -1.75558
H 3.33119 -2.00903 -6.42601
H 6.09511 -2.81356 0.54761
H -2.33722 -3.08769 -2.82722
H -1.08301 -4.19191 -5.47599
H -4.27133 7.60406 0.62671
H 3.71935 -0.92909 0.46560
H -1.48867 -4.28631 -7.96520
H 0.34871 -0.27520 -1.53556
H 4.19599 -4.41881 -6.32341
H -3.96665 5.66623 -0.90955
H 4.73909 5.05214 1.86097
H -5.69975 7.39681 -0.44901
H 3.97258 -2.41947 -0.48062
*
```

Output
Kohn-Sham gap: 5.5 eV

---

3.
Computed, not measured: a cluster of 4 separate species, C22H48Br6N4O6P2Si in total, with ωB97M-V with the def2-TZVPD basis set.

Geometry as ORCA input:
```
! RIJCOSX wB97M-V def2-TZVPD def2/J DEFGRID3
* xyz 0 1
Br -2.38062 2.89130 -5.18716
Br -7.60415 2.92829 5.91445
Br -5.60356 1.19858 -4.55734
Br 7.69396 -4.11416 -1.25610
Br -5.95419 1.14346 3.13213
Br 7.03238 -2.15227 -4.31594
P 3.13142 -1.63966 2.78267
P 2.31392 -0.25663 0.27031
Si -2.48750 -1.48796 -1.71007
O -1.17484 -1.37480 -0.54194
O 0.97911 -0.34993 5.40473
O 2.28358 1.64765 5.67558
O 4.67119 -1.17909 2.91370
O 1.39940 2.84395 1.64749
O -1.62139 3.03994 2.05332
N 0.82506 1.29942 3.46919
N -1.15498 1.62248 0.12150
N -0.23671 -0.73667 2.57049
N 2.25062 -0.30778 2.03206
C 7.44136 -4.04824 -4.11133
C -5.02751 2.25884 -6.08961
C 6.76169 -4.62541 -2.89142
C -3.58081 1.98611 -6.43010
C -6.02204 3.41345 4.88183
C -1.47503 -2.13804 0.67878
C 1.81135 2.33705 2.98501
C -4.25726 -1.40589 -0.95606
C -1.52826 -0.32047 3.27913
C 3.11342 -1.84487 -0.49285
C 0.91736 0.00224 2.63770
C 4.74525 -1.91546 -0.30923
C 1.83445 4.27979 1.68522
C -1.72992 1.80173 1.51085
C 3.68477 0.82010 -2.02559
C 1.32753 0.84034 4.85468
C 3.35220 1.18534 -0.42747
C -6.19101 3.05737 3.42309
C -2.39408 -0.02140 -3.01345
C -2.43346 -3.12467 -2.78232
C -2.49915 0.65855 2.39631
C -0.26416 -2.04738 1.82946
H -5.22651 3.30604 -5.84613
H 2.93773 2.02713 3.04948
H -0.56683 -2.87825 2.63188
H -3.52329 -3.45268 -3.13552
H 2.83896 0.12232 -2.49777
H 0.74442 -2.40306 1.36711
H 7.06359 -4.52034 -5.02271
H -1.53000 -3.28466 0.35313
H -1.36226 0.11767 4.35134
H -2.13746 -1.33520 3.43705
H -3.34541 0.67194 -2.82159
H -1.78237 -2.90614 -3.73010
H -7.17326 3.32207 3.02229
H -2.51321 -1.89910 1.17117
H 2.79824 2.22566 -0.46656
H 1.96045 4.63617 0.57528
H -1.88208 1.65137 -0.62636
H -4.34803 -0.82086 0.05312
H -5.16854 2.91833 5.35366
H 5.29144 -2.48553 -1.20433
H 3.04821 -2.91097 2.09697
H -3.17741 1.24939 3.18150
H -5.68146 1.95066 -6.91033
H -3.33227 2.39507 -7.41360
H 4.39417 1.33996 0.10659
H -2.48250 -0.40161 -4.11651
H -3.32215 0.92367 -6.40727
H 2.87492 4.40261 2.24667
H 1.03763 4.89412 2.30297
H 2.67976 -1.86578 4.13402
H 6.79914 -5.71836 -2.90983
H 2.64236 -2.84478 -0.04740
H -0.45102 2.35173 -0.12642
H -5.92285 4.49561 5.00578
H 5.72230 -4.30363 -2.78038
H 2.91477 -1.89986 -1.66807
H 8.53069 -4.13884 -4.08534
H -3.24840 0.08258 1.70377
H 4.68787 0.21085 -2.14442
H -4.96936 -0.83637 -1.72632
H 3.72917 1.77093 -2.71048
H 5.08771 -2.46121 0.67750
H 5.26851 -0.84351 -0.27436
H -5.41562 3.53492 2.81735
H -1.92353 -3.98769 -2.15724
H -1.44701 0.63174 -2.79344
H -4.76022 -2.47170 -0.78536
H 1.69165 3.27233 3.71750
*
```

Output
Kohn-Sham gap: 6.7 eV

---

4.
Computed, not measured: a cluster of 10 separate species, C22H48N4O26 in total, with ωB97M-V with the def2-TZVPD basis set.

Geometry as ORCA input:
```
! RIJCOSX wB97M-V def2-TZVPD def2/J DEFGRID3
* xyz 0 1
O 21.55838 1.78194 13.81844
O 21.36398 -1.46535 14.12211
O 28.29755 -2.32305 12.22136
O 26.18498 -2.04347 12.97246
O 24.26298 1.24793 4.90743
O 25.03977 1.02886 9.01602
O 23.32225 0.89945 14.57678
O 23.29070 1.42474 12.38277
O 27.90189 -2.79452 14.25394
O 28.33731 -2.07935 7.88262
O 20.87585 3.77648 7.24769
O 20.67296 3.14048 9.29425
O 21.33011 -2.12373 12.07557
O 24.24023 -0.85724 5.27682
O 27.77853 3.89885 11.18984
O 22.75748 0.42565 6.36915
O 21.17267 -5.16005 7.79255
O 26.50203 5.11292 12.44151
O 19.45485 -3.97797 7.24930
O 27.25316 -5.55696 9.31855
O 27.40538 -2.39813 5.98616
O 19.41290 -1.34079 12.99588
O 25.74404 -4.92919 10.70656
O 25.06894 -1.10803 8.99645
O 25.58598 -4.27068 8.56019
O 21.41854 -2.93729 7.61445
N 24.50737 -0.05471 9.20618
N 21.29406 3.59022 8.35616
N 26.70317 4.17126 11.69914
N 27.73445 -1.67494 6.90403
C 23.78539 -2.01969 5.98356
C 27.99062 -5.30897 8.14457
C 23.73727 2.57430 5.11246
C 20.72838 2.44859 12.86780
C 18.79790 -2.74233 7.00255
C 22.79551 1.44719 13.48487
C 20.68681 -2.64657 10.94004
C 27.26268 -0.27749 6.83141
C 27.34560 -2.34405 13.13601
C 22.52674 -5.31435 8.08893
C 26.11655 -4.86344 9.45831
C 24.56275 -4.18701 11.04354
C 20.85591 -1.25414 15.42464
C 28.14814 -1.79856 10.93491
C 22.74855 3.76108 8.59279
C 24.40727 -0.00565 14.50857
C 23.67553 0.28643 5.59834
C 27.14397 -2.81934 15.44986
C 20.73027 -3.92006 7.59954
C 23.08917 -0.07640 9.56622
C 25.57613 3.21638 11.47927
C 20.58244 -1.60949 13.06388
H 23.22965 2.79407 8.71618
H 23.68971 -4.74875 10.71511
H 21.69097 -1.41663 16.10321
H 24.51928 -4.14467 12.12766
H 24.54278 -0.56236 13.58681
H 22.99773 -2.52963 5.42911
H 19.90730 2.92493 13.38986
H 25.36020 0.38242 14.86947
H 25.95321 2.30131 11.03633
H 19.49666 -1.95457 6.71623
H 21.30551 3.14623 12.26253
H 28.06773 -6.16808 7.47782
H 27.26648 -3.81906 15.86637
H 23.17229 -5.08826 7.23650
H 28.68448 -2.36681 10.18706
H 27.39843 0.16373 7.81439
H 18.15126 -2.92755 6.14878
H 18.25271 -2.35681 7.86262
H 24.61528 -3.18513 10.62724
H 24.16544 -0.76608 15.25657
H 20.31583 1.72374 12.16314
H 20.11959 -2.01147 15.69922
H 20.36528 -3.68477 11.05783
H 26.09432 -2.54927 15.36562
H 22.70860 -6.38126 8.26991
H 23.49035 -1.73034 6.98285
H 25.14936 3.07023 12.46185
H 27.53473 -4.54188 7.51560
H 22.90263 4.41853 9.44279
H 22.69452 2.53927 4.79669
H 22.93152 -4.87814 9.00305
H 21.37419 -2.50809 10.10616
H 20.46603 -0.24517 15.53920
H 24.59281 -2.75077 5.98941
H 22.99264 -0.46280 10.58093
H 27.08497 -1.73416 10.66254
H 28.98876 -4.92683 8.35133
H 27.59388 -2.15274 16.18896
H 22.64782 -0.73543 8.81813
H 26.21227 -0.29346 6.57531
H 22.59764 0.88886 9.54361
H 24.89072 3.62139 10.73994
H 24.22554 3.21517 4.38385
H 27.85786 0.21799 6.06931
H 28.38109 -0.73529 10.79275
H 23.90927 2.81553 6.15477
H 23.13422 4.22716 7.69016
H 19.75558 -2.19370 10.57792
*
```

Output
Structure (SMILES): C[N+](=O)[O-].C[N+](=O)[O-].C[N+](=O)[O-].C[N+](=O)[O-].COC(=O)OC.COC(=O)OC.COC(=O)OC.COC(=O)OC.COC(=O)OC.COC(=O)OC
Kohn-Sham gap: 10.6 eV
Relative energy (zero: lowest compared OMol25 entry of this formula, charge and spin): 0.0 kcal per mole

---

Which of these has the lowest Kohn-Sham gap? C22H48BaF8O18RbS5